Below is a structure of composition C4H32B6CaO, with properties calculated with wB97M-V/def2-TZVPD.

Geometry as ORCA input:
```
! wB97M-V def2-TZVPD RIJCOSX def2/J DEFGRID3
* xyz -4 1
Ca -0.059 -0.038 0.369
B 1.772 -0.689 0.102
H 1.261 -1.452 -0.464
H 1.539 0.282 -0.308
H 1.315 -0.648 1.078
H 2.842 -0.830 0.095
B -1.874 0.583 -0.521
H -1.026 0.033 -0.901
H -1.710 1.649 -0.501
H -2.727 0.418 -1.161
H -2.117 0.269 0.482
B 0.306 1.989 0.646
H -0.677 2.080 1.082
H 0.932 1.447 1.338
H 0.223 1.429 -0.272
H 0.667 3.000 0.536
B 1.425 0.383 2.632
H 0.429 0.012 2.449
H 1.343 1.318 3.165
H 1.917 -0.346 3.256
H 1.982 0.521 1.718
B -0.533 -1.714 1.182
H -1.346 -1.061 0.904
H 0.018 -1.983 0.294
H 0.027 -1.272 1.992
H -0.931 -2.620 1.612
B -1.184 1.085 2.847
H -0.794 0.857 1.867
H -1.428 0.222 3.445
H -0.429 1.662 3.360
H -2.083 1.659 2.686
C -0.193 0.064 -3.475
C -0.284 -1.450 -3.233
C -0.295 -1.469 -1.763
O 0.298 -0.302 -1.287
C 0.830 0.473 -2.397
H -1.185 0.494 -3.337
H 0.224 0.289 -4.456
H 0.620 -1.882 -3.662
H -1.069 -2.034 -3.713
H 0.402 -2.278 -1.542
H -1.307 -1.734 -1.456
H 1.828 0.098 -2.625
H 1.050 1.487 -2.063
*
```

Values from the calculation:
Max |F|: 0.3580 Eh/bohr
Relative energy (zero: lowest compared OMol25 entry of this formula, charge and spin): 32.6656 eV